Entry 1:
# C30H35CrFN5O4PSe2

A molecular structure, C30H35CrFN5O4PSe2 (the ωB97M-V functional and the def2-TZVPD basis, OMol25).

Last column: Mulliken charge in e.
CARTESIAN COORDINATES (ANGSTROEM)
Se (-0.166, -1.063, 0.493)  -0.401
Se (-0.686, 2.272, 1.083)  -0.569
Cr (1.192, 1.122, -0.208)  0.897
P (-1.306, 0.332, 1.814)  0.721
F (-6.364, -1.354, -3.707)  -0.319
O (0.232, -1.889, -2.653)  -0.856
O (-2.761, -4.615, -1.485)  -0.681
O (-7.045, -2.909, -1.642)  -0.622
O (-1.401, -0.377, -3.070)  -0.834
N (-3.173, -2.846, -2.910)  0.232
N (0.331, 1.946, -1.918)  -0.191
N (1.978, -0.356, -1.553)  0.463
N (2.636, 1.759, 0.514)  -0.465
N (-4.903, -3.852, -1.689)  -0.085
C (4.952, 2.467, 0.656)  0.716
C (-0.959, -1.540, -2.955)  0.820
C (2.103, 2.365, -3.632)  -0.722
C (2.933, 0.093, -2.563)  -0.379
C (-5.935, -2.980, -2.122)  0.318
C (6.430, 1.044, 1.878)  -0.662
C (-3.899, 1.301, 1.680)  -0.659
C (-3.550, -3.820, -2.001)  0.582
C (4.711, 3.605, -0.299)  -0.804
C (2.230, 0.804, -3.782)  -0.581
C (-3.602, -1.107, 1.354)  -0.216
C (-1.786, -2.763, -3.321)  -1.142
C (-5.414, -2.039, -3.143)  0.375
C (-0.052, -1.035, 5.868)  -0.435
C (0.339, 0.452, 4.044)  -0.544
C (5.435, 0.148, 2.134)  -1.037
C (-0.916, 0.028, 3.500)  0.632
C (-5.842, -0.172, 1.399)  -0.541
C (4.091, 0.444, 1.809)  1.078
C (6.210, 2.223, 1.225)  -0.748
C (-4.981, -1.308, 1.375)  -0.467
C (-1.418, -1.183, 5.535)  -0.656
C (3.040, -0.555, 2.189)  -0.910
C (-5.294, 1.120, 1.492)  -0.524
C (-3.061, 0.167, 1.691)  0.415
C (3.893, 1.606, 0.961)  0.009
C (1.256, 2.948, -2.486)  -0.451
C (-4.100, -1.936, -3.428)  -0.165
C (0.830, -0.253, 5.136)  -0.385
C (-1.842, -0.682, 4.317)  -0.728
H (2.756, -1.356, 1.425)  0.076
H (1.654, 2.756, -4.543)  0.378
H (7.076, 2.829, 0.927)  0.269
H (3.075, 2.861, -3.531)  0.322
H (-2.882, -1.912, 1.234)  0.400
H (5.705, 4.005, -0.754)  0.315
H (-1.299, -3.624, -2.881)  0.395
H (0.389, -1.308, 6.859)  0.252
H (1.223, 0.368, -4.027)  0.103
H (2.409, -0.890, -0.822)  0.318
H (-1.777, -2.797, -4.426)  0.099
H (-2.836, -0.863, 3.952)  0.366
H (-5.436, -2.326, 1.308)  0.373
H (2.078, -0.151, 2.459)  -0.242
H (-0.532, 2.354, -1.617)  0.413
H (3.676, 0.857, -2.121)  0.117
H (4.179, 4.441, 0.181)  0.267
H (5.576, -0.818, 2.628)  0.356
H (-3.586, 2.311, 1.909)  0.412
H (7.476, 0.829, 2.132)  0.305
H (0.830, 1.336, 3.542)  0.444
H (0.635, 3.836, -2.774)  0.324
H (3.505, -1.114, 3.037)  0.437
H (1.264, -0.904, -2.098)  -0.063
H (1.817, -0.117, 5.511)  0.462
H (4.058, 3.255, -1.119)  -0.177
H (1.886, 3.319, -1.654)  0.283
H (2.846, 0.469, -4.685)  0.376
H (-5.880, 2.051, 1.415)  0.364
H (-5.039, -4.409, -0.862)  0.255
H (-2.140, -1.715, 6.184)  0.349
H (-3.633, -1.181, -4.104)  0.350
H (0.020, 1.151, -2.502)  0.009
H (3.423, -0.885, -2.904)  0.427
H (-6.886, -0.273, 1.141)  0.386

Properties
* LUMO level (alpha / beta): 0.0894 / 0.0892 Ha
* multiplicity: 4
* HOMO (alpha / beta): -0.11522 / -0.14958 Eh
* total charge: -1
* orbital gap (alpha / beta): 0.205 / 0.239 Ha

Entry 2:
# C48H78BrCl28F6INO10P2

15 unconnected molecules or ions with the total composition C48H78BrCl28F6INO10P2 (the ωB97M-V functional and the def2-TZVPD basis, OMol25).

Last column: Mulliken charge in e.
CARTESIAN COORDINATES (ANGSTROEM)
I (-2.993, 1.800, 1.209)  0.042
Br (-5.383, -4.149, 0.379)  -0.072
Cl (1.874, 9.150, 4.283)  -0.193
Cl (6.522, 6.494, -7.306)  -0.163
Cl (3.662, -6.036, 6.279)  -0.034
Cl (0.633, 6.333, 2.795)  -0.162
Cl (3.480, 4.337, -5.459)  -0.076
Cl (0.618, -6.112, 4.724)  0.086
Cl (-3.131, 4.451, 3.940)  -0.172
Cl (-7.585, 3.360, -2.181)  -0.116
Cl (-5.700, 4.808, 1.712)  -0.058
Cl (-2.508, -6.643, 5.739)  -0.072
Cl (3.953, 6.851, -9.533)  -0.190
Cl (-3.138, -4.126, -6.886)  -0.185
Cl (-4.761, -5.574, -9.524)  -0.172
Cl (7.109, -5.800, 6.061)  -0.173
Cl (4.559, 7.375, -3.834)  -0.122
Cl (3.610, 8.492, -0.746)  -0.204
Cl (-9.767, 3.649, 0.436)  -0.186
Cl (5.145, -4.774, 9.293)  -0.164
Cl (4.086, 1.438, -7.167)  -0.256
Cl (-4.691, -4.241, 6.813)  -0.188
Cl (-1.558, -5.166, 0.485)  0.118
Cl (5.867, -8.617, 4.573)  -0.153
Cl (-2.989, -8.263, 0.269)  -0.182
Cl (5.016, 3.891, 1.892)  -0.205
Cl (-5.888, 6.282, -3.861)  -0.169
Cl (-8.573, 5.477, -5.819)  -0.176
Cl (7.358, 5.677, 0.156)  -0.187
Cl (4.809, -2.390, 6.866)  -0.107
P (-2.332, -0.112, -2.476)  -0.146
P (-3.480, -1.558, -3.716)  1.072
F (3.729, 2.242, -3.410)  -0.208
F (2.386, 1.866, -0.966)  -0.271
F (4.926, 0.703, -2.036)  -0.268
F (1.181, 1.127, -2.888)  -0.244
F (3.228, -1.582, -1.301)  -0.261
F (1.814, -0.250, 0.274)  -0.298
O (-5.350, -4.512, 3.232)  -0.535
O (4.958, -0.305, -4.972)  -0.361
O (2.616, -0.787, -4.686)  -0.414
O (-3.054, -3.047, -3.285)  -0.612
O (-3.035, -1.430, -5.431)  -0.444
O (-1.297, -1.231, 4.357)  -0.438
O (0.496, -1.958, -2.848)  -0.480
O (-5.202, -1.280, -3.656)  -0.507
O (-0.361, -2.953, 5.750)  -0.450
O (3.324, -2.099, 2.074)  -0.627
N (-1.399, -2.844, 1.896)  1.328
C (2.347, 6.773, 2.995)  -0.015
C (3.420, 4.099, -7.223)  -0.384
C (2.292, 0.752, -1.982)  0.498
C (-1.192, -3.625, 3.209)  -0.223
C (3.679, 0.836, -2.861)  0.699
C (-6.036, 1.665, 0.431)  -0.703
C (-0.491, -1.775, -0.495)  0.353
C (5.465, 8.478, -2.768)  -0.593
C (1.267, -3.322, 1.113)  -0.834
C (6.415, -3.692, 8.670)  -0.059
C (-2.787, -2.219, 1.654)  -0.286
C (-4.622, 0.978, -0.063)  -0.150
C (-0.950, -2.519, 4.440)  0.287
C (7.834, -7.427, 6.072)  -0.492
C (-4.640, -0.682, -0.019)  -0.762
C (1.317, -7.369, 5.776)  -0.703
C (-5.944, 5.056, -5.152)  -0.379
C (-9.158, 4.196, -2.183)  -0.303
C (0.709, -1.489, -1.615)  -1.176
C (2.078, -0.649, -1.159)  1.239
C (-9.464, 4.849, -0.844)  -0.527
C (-1.967, -1.100, -0.868)  0.611
C (2.599, 7.523, 4.294)  -0.463
C (-1.190, -6.436, -0.707)  -0.738
C (-6.857, 5.469, -6.296)  -0.431
C (4.339, 7.919, -8.161)  -0.357
C (3.682, -0.145, -4.199)  0.117
C (2.538, -4.051, 3.437)  -0.914
C (5.383, 3.772, 0.154)  0.011
C (-4.043, -2.350, 2.738)  -0.440
C (5.836, 8.020, -7.916)  -0.443
C (2.163, -6.777, 6.893)  -0.617
C (-3.055, -3.635, -8.596)  -0.427
C (2.046, -2.788, 2.457)  0.470
C (-2.420, -7.249, -1.080)  -0.423
C (-4.063, -6.901, 6.567)  -0.617
C (6.859, 3.993, -0.138)  -0.490
C (-3.152, -1.342, 0.278)  0.264
C (-0.236, -2.669, 0.896)  0.257
C (-5.314, 5.876, 3.085)  -0.588
C (-3.816, 5.977, 3.330)  -0.465
C (-4.926, -3.667, 2.269)  0.434
C (7.582, -8.177, 4.773)  -0.491
C (5.869, -2.323, 8.295)  -0.548
C (2.920, 2.713, -7.599)  -0.422
C (-5.099, -5.856, 6.183)  -0.236
C (-4.376, -3.847, -9.320)  -0.423
C (5.268, 8.145, -1.297)  0.078
H (-4.324, -3.413, -10.323)  0.311
H (-4.921, 4.935, -5.518)  0.341
H (-10.368, 5.459, -0.926)  0.365
H (3.234, -1.114, 2.239)  0.388
H (4.755, 4.495, -0.376)  0.220
H (-0.311, -4.403, 3.143)  -0.180
H (1.968, 2.482, -7.111)  0.320
H (6.038, 8.783, -7.158)  0.275
H (-3.195, -2.345, -5.860)  0.136
H (3.721, -3.980, 3.582)  0.283
H (1.897, -8.052, 5.149)  0.326
H (6.694, -1.649, 8.046)  0.295
H (2.650, 7.362, 2.124)  0.139
H (7.161, -3.590, 9.464)  0.340
H (-3.248, -6.605, -1.394)  0.222
H (2.771, 2.652, -8.681)  0.376
H (-3.276, 6.252, 2.419)  0.297
H (5.939, 8.754, -0.685)  0.349
H (3.810, 7.544, -7.280)  0.182
H (2.084, -3.965, 4.518)  0.103
H (3.675, 7.657, 4.443)  0.310
H (6.891, -4.183, 7.817)  -0.041
H (-5.536, -1.975, -2.987)  0.346
H (-1.144, 0.122, -3.258)  0.040
H (-3.615, 6.740, 4.088)  0.343
H (-5.842, 5.501, 3.966)  0.312
H (1.442, -2.000, 3.085)  0.459
H (1.082, -4.489, 1.285)  0.369
H (-5.207, -3.375, -8.787)  0.305
H (6.376, 8.295, -8.827)  0.352
H (3.935, 8.906, -8.405)  0.368
H (-2.183, -7.925, -1.906)  0.392
H (7.436, -7.969, 6.935)  0.284
H (4.792, 0.277, -5.788)  0.341
H (-6.072, -6.124, 6.605)  0.375
H (2.340, -5.102, 2.959)  0.195
H (-0.398, -7.069, -0.295)  0.377
H (8.151, -9.111, 4.767)  0.336
H (-4.414, -7.896, 6.278)  0.333
H (5.302, -1.876, 9.118)  0.329
H (-4.695, -1.352, 2.783)  0.387
H (8.910, -7.293, 6.221)  0.353
H (5.481, 7.092, -1.090)  -0.191
H (7.066, 3.781, -1.191)  0.296
H (7.885, -7.588, 3.902)  0.297
H (-0.794, -5.932, -1.595)  0.314
H (-0.937, -3.751, 5.992)  0.362
H (-2.242, -4.194, -9.070)  0.358
H (-6.104, 2.741, -0.080)  -0.106
H (-2.791, -2.574, -8.608)  0.278
H (2.201, 6.980, 5.157)  0.331
H (-5.718, 6.863, 2.841)  0.318
H (5.088, 2.767, -0.164)  -0.032
H (-5.459, -0.974, 0.766)  0.334
H (-6.261, 4.108, -4.706)  0.207
H (-2.150, -4.242, 3.524)  0.474
H (2.916, 5.839, 2.989)  0.061
H (-3.692, -2.550, 3.836)  0.089
H (-6.762, 4.759, -7.123)  0.296
H (0.478, -7.927, 6.201)  0.313
H (1.614, -6.016, 7.455)  0.291
H (-4.442, 1.375, -1.173)  0.445
H (5.152, 9.502, -2.995)  0.345
H (-8.645, 5.497, -0.516)  0.305
H (-9.111, 4.958, -2.967)  0.133
H (-5.943, 1.868, 1.586)  0.390
H (2.462, -7.566, 7.590)  0.391
H (-9.928, 3.469, -2.462)  0.339
H (4.419, 4.290, -7.626)  0.222
H (-4.999, -1.077, -1.060)  -0.371
H (-6.605, 6.465, -6.673)  0.319
H (-3.877, -6.906, 7.646)  0.327
H (1.949, -3.265, 0.143)  0.379
H (-5.209, -5.778, 5.097)  0.130
H (6.521, 8.378, -3.033)  0.316
H (2.741, 4.859, -7.622)  0.239
H (7.492, 3.340, 0.471)  0.401
H (-6.996, 1.071, 0.122)  0.304

Properties
* LUMO level: -0.1648 Ha
* HOMO: -0.40163 Eh
* total charge: +1
* orbital gap: 0.237 Ha

Entry 3:
# C3H4OS

C3H4OS in the gas phase (the ωB97M-V functional and the def2-TZVPD basis, OMol25).

Last column: Mulliken charge in e.
CARTESIAN COORDINATES (ANGSTROEM)
S (3.285, -0.457, 0.002)  0.358
O (4.401, 0.477, 0.058)  -0.505
C (1.800, 0.320, -0.045)  -0.341
C (0.294, -0.602, 0.042)  -0.079
C (-0.924, -0.090, -0.024)  -0.722
H (1.787, 1.332, 0.020)  0.390
H (-1.113, 0.902, -0.144)  0.303
H (-1.684, -0.766, 0.014)  0.270
H (0.634, -1.559, -0.030)  0.325

Properties
* LUMO level: -0.0130 Ha
* HOMO: -0.33968 Eh
* orbital gap: 0.327 Ha

Entry 4:
# C2H2BrClO

2 unconnected molecules or ions with the total composition C2H2BrClO (the ωB97M-V functional and the def2-TZVPD basis, OMol25).

Last column: Mulliken charge in e.
CARTESIAN COORDINATES (ANGSTROEM)
Br (-2.237, 1.060, 0.129)  -0.100
Cl (-1.073, -1.726, 0.348)  -0.122
O (2.104, 1.213, 0.025)  -0.275
C (1.458, 0.360, 0.494)  0.162
C (-0.899, -0.207, -0.430)  -0.313
H (-0.933, -0.160, -1.483)  0.336
H (1.580, -0.541, 0.917)  0.311

Properties
* LUMO level (alpha / beta): -0.0274 / -0.0026 Ha
* HOMO (alpha / beta): -0.30276 / -0.31421 Eh
* orbital gap (alpha / beta): 0.275 / 0.312 Ha

Entry 5:
# C31H31N3O4PtS2Se2

A molecular structure, C31H31N3O4PtS2Se2 (the ωB97M-V functional and the def2-TZVPD basis, OMol25).

Last column: Mulliken charge in e.
CARTESIAN COORDINATES (ANGSTROEM)
Pt (-0.141, 0.114, -0.133)  1.909
Se (-1.336, -3.051, 0.817)  0.242
Se (-2.559, -1.895, -1.558)  0.052
S (1.464, 1.486, -1.711)  -0.224
S (0.333, 1.911, 1.390)  -0.183
O (-2.263, 1.926, -0.619)  -0.571
O (-1.513, 0.826, -2.424)  -0.113
O (0.266, -0.754, 2.721)  -0.614
O (1.423, -1.158, 0.872)  -1.441
N (-1.992, -0.439, 1.417)  0.260
N (3.672, -2.411, 1.425)  0.164
N (0.163, -1.477, -1.698)  0.186
C (4.915, -1.406, 3.847)  -1.418
C (2.700, -4.942, 3.885)  -0.678
C (7.800, -1.885, 1.442)  -0.857
C (2.943, -3.088, 2.360)  -0.246
C (3.470, -4.214, 3.006)  -0.672
C (1.626, -2.691, 2.660)  1.069
C (0.697, -3.382, -3.632)  -0.265
C (7.823, -1.101, 3.811)  -1.604
C (7.089, -1.602, 2.601)  1.102
C (1.686, 4.217, 1.365)  -1.620
C (1.411, -1.708, -2.091)  -0.013
C (1.851, 2.821, -0.721)  0.842
C (-3.157, 0.310, 3.352)  -1.070
C (2.798, 3.798, -1.364)  -1.858
C (-2.817, -2.018, 3.011)  -0.812
C (-2.492, 1.469, -3.244)  -0.889
C (7.154, -2.305, 0.292)  -0.770
C (-2.504, 0.536, 2.152)  -0.211
C (1.045, -1.434, 2.060)  0.794
C (1.393, -4.560, 4.160)  -0.813
C (-2.130, -1.689, 1.846)  -0.126
C (-1.524, 1.128, -1.128)  0.748
C (-0.830, -2.177, -2.246)  0.150
C (5.058, -2.223, 1.463)  -0.344
C (1.359, 2.999, 0.551)  0.519
C (5.785, -2.468, 0.300)  -1.058
C (-3.325, -0.996, 3.785)  -0.284
C (5.702, -1.763, 2.622)  1.406
C (-0.600, -3.133, -3.235)  -0.939
C (0.866, -3.437, 3.548)  -0.675
C (1.727, -2.655, -3.045)  -1.128
H (-3.517, 1.136, 3.943)  0.456
H (-1.437, -3.680, -3.645)  0.458
H (2.756, -2.832, -3.317)  0.474
H (2.059, 3.916, 2.342)  0.340
H (-0.138, -3.105, 3.774)  0.478
H (3.088, 3.420, -2.341)  0.474
H (2.185, -1.112, -1.626)  0.346
H (-3.842, -1.213, 4.706)  0.415
H (0.793, -5.131, 4.851)  0.422
H (-2.629, 2.508, -2.934)  0.321
H (-2.945, -3.057, 3.281)  0.537
H (8.874, -1.765, 1.439)  0.348
H (4.480, -4.515, 2.775)  0.509
H (3.096, -1.786, 0.855)  0.203
H (5.262, -2.804, -0.583)  0.586
H (3.891, -1.143, 3.595)  0.092
H (3.113, -5.819, 4.361)  0.405
H (5.367, -0.559, 4.357)  0.554
H (4.880, -2.244, 4.543)  0.313
H (0.910, -4.137, -4.375)  0.416
H (8.897, -1.189, 3.668)  0.390
H (7.541, -1.664, 4.698)  0.329
H (3.700, 3.920, -0.763)  0.374
H (7.721, -2.512, -0.603)  0.387
H (2.421, 4.849, 0.878)  0.401
H (2.327, 4.772, -1.498)  0.356
H (-3.444, 0.939, -3.162)  0.287
H (7.592, -0.050, 3.991)  0.350
H (-2.117, 1.416, -4.261)  0.250
H (0.772, 4.791, 1.524)  0.299
H (-2.406, 1.536, 1.757)  0.480

Properties
* LUMO level: -0.0933 Ha
* HOMO: -0.24476 Eh
* orbital gap: 0.151 Ha